Record 1
Density functional theory data (ωB97M-V/def2-TZVPD) for a structure of composition C7H11EuO5P.

The frontier orbital gap (alpha / beta) is 6.481 / 9.280 eV. Its expectation value of S² is 12.0242. The calculation puts the LUMO energy (alpha / beta) at -16.103 / -13.336 eV.

```
! RIJCOSX wB97M-V def2-TZVPD def2/J DEFGRID3
* xyz 3 7
Eu -1.220 0.317 -0.754
P 1.321 -0.251 1.023
O 0.735 -0.455 -3.905
O -3.934 1.583 1.750
O -3.044 -2.967 -1.013
O -0.369 4.212 -1.474
O 0.455 0.957 0.587
C 2.936 0.081 0.373
C 1.261 -0.171 2.810
C -3.286 1.250 0.862
C -2.592 -1.891 -1.032
C -0.002 -0.175 -3.075
C 0.702 -1.835 0.438
C -0.876 3.183 -1.505
H -0.273 -2.144 0.861
H 3.704 -0.605 0.743
H 3.165 1.113 0.684
H 0.201 -0.354 3.100
H 1.552 0.878 3.035
H 2.871 0.022 -0.725
H -3.456 1.192 -3.417
H 1.477 -2.508 0.833
H -3.932 1.398 -2.866
H 0.682 -1.952 -0.664
H 1.923 -0.876 3.330
*
```

---

Record 2
Density functional theory data (ωB97M-V/def2-TZVPD) for a cluster of 2 separate species, C7H11F in total.

The frontier orbital gap is 9.846 eV. Its energy above the lowest of the compared OMol25 structures with the same formula, charge and spin is 349.12 kJ/mol. The calculation puts the LUMO energy at 0.999 eV.

```
! RIJCOSX wB97M-V def2-TZVPD def2/J DEFGRID3
* xyz 0 1
F 1.999 0.904 1.050
C 1.562 -1.743 0.405
C 0.083 0.737 -1.640
C -1.242 -0.544 0.095
C -0.818 1.923 0.582
C 1.410 0.526 -1.348
C 1.199 0.280 0.099
C -0.280 0.638 -0.136
H 2.584 -1.700 0.569
H 0.948 -1.930 1.225
H -0.457 1.036 -2.510
H 2.337 0.411 -2.046
H -1.657 -0.688 1.101
H 1.500 -2.107 -0.582
H -0.717 -1.517 -0.123
H -1.397 1.854 1.615
H -2.062 -0.458 -0.626
H -1.641 2.342 -0.006
H 0.013 2.652 0.751
*
```

---

Record 3
Density functional theory data (ωB97M-V/def2-TZVPD) for a cluster of 2 separate species, C7H11FO2S in total.

The frontier orbital gap is 8.490 eV. Its energy above the lowest of the compared OMol25 structures with the same formula, charge and spin is 0.00 kJ/mol. The SMILES is C[C@@]1(O)C[C@H]1F.O=CCC=S. The calculation puts the LUMO energy at -0.762 eV.

```
! RIJCOSX wB97M-V def2-TZVPD def2/J DEFGRID3
* xyz 0 1
S -1.383 -0.958 0.278
F -0.543 3.106 -0.251
O 0.917 1.116 -2.844
O 2.188 -2.013 2.894
C 0.847 0.590 -0.443
C 0.205 1.236 -1.644
C 1.237 -1.522 2.347
C -0.194 -2.035 2.519
C -0.487 2.542 -1.498
C -0.860 -2.186 1.185
C -1.307 1.315 -1.744
H 0.837 0.199 -3.136
H -0.157 -2.973 3.080
H 1.327 -0.640 1.679
H -1.764 1.206 -2.723
H 0.873 -0.499 -0.555
H -0.723 -1.275 3.106
H -0.372 3.282 -2.285
H -1.883 0.932 -0.907
H -0.928 -3.207 0.803
H 1.874 0.953 -0.334
H 0.298 0.830 0.471
*
```

---

Record 4
Density functional theory data (ωB97M-V/def2-TZVPD) for the ion C7H11IN3S with charge +1.

The frontier orbital gap is 7.617 eV. Its energy above the lowest of the compared OMol25 structures with the same formula, charge and spin is 140.00 kJ/mol. The calculation puts the LUMO energy at -4.397 eV.

```
! RIJCOSX wB97M-V def2-TZVPD def2/J DEFGRID3
* xyz 1 1
I 4.174 3.289 -0.311
S -1.518 0.253 -1.825
N 0.475 1.408 0.614
N 2.129 1.227 -0.850
N -0.494 -1.145 0.455
C 1.450 2.277 0.948
C 0.005 -0.069 -1.249
C -2.377 0.347 -0.268
C -0.004 -2.583 0.500
C 2.457 2.202 0.044
C 0.836 0.848 -0.506
C -1.893 -0.883 0.474
H -0.729 -3.207 -0.167
H -2.366 -1.839 0.004
H -2.440 1.233 0.372
H 0.261 -0.565 1.015
H -2.181 -0.830 1.480
H 0.720 -0.514 -1.964
H -0.270 -2.909 1.484
H 1.583 2.858 1.911
H -3.326 0.134 -0.620
H 1.014 -2.569 0.223
H 2.494 1.037 -1.766
*
```

---

Number 1: energy -46260.7726 eV. Number 2: energy -10150.7842 eV. Number 3: energy -25082.2082 eV. Number 4: energy -30834.7143 eV.